Entry 1:
Density functional theory data (wB97M-V/def2-TZVPD) for a 6-piece molecular cluster, C6H18Br4N2O6 overall in a non-equilibrium geometry.

Last column: Mulliken charge in e.
CARTESIAN COORDINATES (ANGSTROEM)
N (18.636, 9.782, -13.602)  -0.081
H (18.108, 8.984, -13.255)  0.154
H (19.032, 10.348, -12.841)  0.407
H (18.265, 10.388, -14.326)  0.294
H (19.538, 9.367, -13.926)  0.244
N (22.846, 10.585, -13.388)  -0.231
H (22.589, 11.293, -12.678)  0.323
H (23.814, 10.295, -13.288)  0.372
H (22.780, 11.041, -14.296)  0.377
H (22.232, 9.766, -13.488)  0.186
O (21.828, 6.740, -15.253)  -0.463
C (21.832, 8.069, -15.001)  0.776
O (22.737, 8.772, -15.487)  -0.694
O (20.994, 8.514, -14.156)  -0.980
H (21.267, 6.424, -14.530)  0.312
O (20.662, 11.591, -9.525)  -0.444
C (20.901, 11.549, -10.860)  0.707
O (21.778, 12.285, -11.408)  -0.855
O (20.303, 10.725, -11.602)  -0.830
H (19.892, 10.998, -9.684)  0.309
Br (16.619, 7.086, -13.912)  -0.159
C (15.409, 6.460, -12.535)  -0.518
C (14.233, 7.452, -12.449)  -0.579
Br (13.080, 7.046, -10.881)  -0.150
H (15.943, 6.296, -11.602)  0.403
H (15.094, 5.459, -12.824)  0.354
H (13.625, 7.421, -13.350)  0.361
H (14.592, 8.477, -12.385)  0.329
Br (15.821, 10.958, -14.718)  -0.110
C (14.292, 11.756, -15.651)  -0.511
C (13.654, 10.639, -16.468)  -0.615
Br (14.458, 10.095, -18.163)  -0.103
H (14.579, 12.627, -16.232)  0.396
H (13.626, 12.015, -14.832)  0.319
H (12.719, 11.075, -16.822)  0.350
H (13.405, 9.778, -15.855)  0.349

Summary:
orbital gap: 8.687 eV
E_tot: -11096.47371 Ha
LUMO energy: -0.0002 hartree

=====

Entry 2:
Density functional theory data (wB97M-V/def2-TZVPD) for a 2-piece molecular cluster, C6H18BrN3Si overall in a non-equilibrium geometry.

Last column: Mulliken charge in e.
CARTESIAN COORDINATES (ANGSTROEM)
C (-2.129, 0.145, 1.862)  -0.927
C (-2.548, -1.553, -0.037)  -0.960
C (2.382, -0.803, -1.478)  -0.909
C (1.299, -2.567, -0.159)  -0.913
C (-0.137, 3.038, -0.281)  -1.202
C (1.638, 1.623, 0.701)  -1.074
N (-1.889, -0.262, 0.462)  0.234
N (1.473, -1.147, -0.369)  -0.124
N (0.215, 1.784, 0.314)  0.419
Si (-0.502, 0.325, -0.260)  0.311
Br (-1.167, 0.587, -2.336)  -0.338
H (-3.258, 0.067, 2.011)  0.328
H (-1.589, -0.548, 2.566)  0.264
H (-1.809, 1.155, 1.926)  0.332
H (-2.527, -1.690, -1.131)  0.294
H (-2.097, -2.376, 0.446)  0.328
H (-3.649, -1.584, 0.056)  0.328
H (2.303, 0.311, -1.610)  0.188
H (3.389, -1.060, -1.272)  0.337
H (1.864, -1.386, -2.399)  0.265
H (0.466, -2.816, 0.637)  0.154
H (0.943, -3.081, -1.039)  0.320
H (2.254, -3.024, 0.189)  0.295
H (-0.463, 3.603, 0.677)  0.309
H (0.526, 3.528, -1.038)  0.295
H (-0.977, 3.029, -0.926)  0.451
H (1.850, 0.601, 0.960)  0.410
H (2.346, 1.987, -0.146)  0.238
H (1.793, 2.115, 1.672)  0.345

Summary:
orbital gap: 7.890 eV
E_tot: -3267.12697 Ha
LUMO energy: 0.0238 hartree

=====

Entry 3:
Density functional theory data (wB97M-V/def2-TZVPD) for a 4-piece molecular cluster, C6H18BrO3 overall in a non-equilibrium geometry.

Last column: Mulliken charge in e.
CARTESIAN COORDINATES (ANGSTROEM)
Br (0.243, 0.672, -0.967)  -0.746
C (1.590, -3.279, -2.117)  -0.836
C (2.608, -2.261, -1.638)  -0.252
O (2.324, -1.848, -0.316)  -0.463
H (1.685, -4.222, -1.570)  0.245
H (1.652, -3.585, -3.168)  0.342
H (0.578, -2.895, -1.981)  0.195
H (2.690, -1.415, -2.326)  0.287
H (3.611, -2.709, -1.609)  0.246
H (1.823, -1.006, -0.391)  0.126
C (-1.696, -2.602, 2.670)  -1.205
C (-1.374, -1.869, 1.369)  0.164
O (-2.050, -0.622, 1.407)  -0.489
H (-0.988, -3.431, 2.782)  0.347
H (-2.701, -3.023, 2.692)  0.290
H (-1.529, -1.955, 3.529)  0.307
H (-1.607, -2.459, 0.479)  0.203
H (-0.295, -1.683, 1.356)  0.170
H (-1.677, -0.068, 0.703)  0.209
C (0.204, 4.907, -0.412)  -0.892
C (-1.055, 4.489, 0.338)  -0.298
O (-1.752, 3.462, -0.311)  -0.464
H (0.688, 5.750, 0.081)  0.318
H (-0.146, 5.267, -1.384)  0.215
H (0.843, 4.035, -0.546)  0.295
H (-1.707, 5.370, 0.406)  0.278
H (-0.838, 4.249, 1.391)  0.245
H (-1.125, 2.731, -0.465)  0.162

Summary:
orbital gap: 8.670 eV
E_tot: -3039.22421 Ha
total charge: -1
LUMO energy: 0.1335 hartree

=====

Entry 4:
Density functional theory data (wB97M-V/def2-TZVPD) for a 2-piece molecular cluster, C6H18N2 overall in a non-equilibrium geometry.

Last column: Mulliken charge in e.
CARTESIAN COORDINATES (ANGSTROEM)
C (2.167, 3.948, -1.129)  -1.116
C (2.754, 2.765, -0.316)  -0.317
C (4.218, 2.814, -0.155)  -0.468
N (4.618, 1.891, 0.926)  -0.608
H (1.108, 3.705, -1.320)  0.326
H (2.672, 4.103, -2.098)  0.306
H (2.215, 4.888, -0.554)  0.310
H (2.120, 2.654, 0.585)  0.332
H (2.735, 1.801, -0.861)  0.190
H (4.748, 2.434, -1.049)  0.289
H (4.490, 3.880, -0.030)  0.283
H (5.628, 1.990, 1.075)  0.235
H (4.169, 2.252, 1.775)  0.236
C (-3.629, -3.430, 1.941)  -1.119
C (-3.265, -3.643, 0.490)  -0.379
C (-3.378, -2.397, -0.378)  -0.429
N (-3.352, -2.665, -1.791)  -0.661
H (-3.435, -4.414, 2.401)  0.315
H (-4.692, -3.175, 2.093)  0.314
H (-3.009, -2.674, 2.451)  0.310
H (-2.264, -4.112, 0.539)  0.281
H (-3.967, -4.392, 0.075)  0.280
H (-4.285, -1.778, -0.243)  0.340
H (-2.498, -1.749, -0.200)  0.263
H (-2.390, -2.951, -2.003)  0.241
H (-3.476, -1.743, -2.222)  0.245

Summary:
orbital gap: 10.238 eV
E_tot: -348.87153 Ha
LUMO energy: 0.0373 hartree

=====

Entry 5:
Density functional theory data (wB97M-V/def2-TZVPD) for a 2-piece molecular cluster, C6H18N2O overall in a non-equilibrium geometry.

Last column: Mulliken charge in e.
CARTESIAN COORDINATES (ANGSTROEM)
C (-1.396, 1.566, 1.024)  -0.795
N (-1.543, 1.497, -0.440)  -0.286
C (-0.997, 0.312, -1.047)  -0.774
C (0.512, -0.071, -1.128)  0.286
C (0.527, -1.657, -1.219)  -1.364
N (1.220, 0.444, 0.047)  0.109
C (2.623, 0.731, -0.412)  -0.964
C (1.227, -0.450, 1.292)  -1.080
H (-2.406, 1.473, 1.401)  0.376
H (-1.212, 2.648, 1.355)  0.309
H (-0.594, 1.031, 1.554)  0.142
H (-1.053, 2.193, -0.808)  0.251
H (-1.486, -0.570, -0.490)  0.065
H (-1.372, 0.323, -2.156)  0.296
H (0.816, 0.508, -2.064)  0.363
H (1.611, -1.969, -1.085)  0.350
H (-0.057, -2.087, -0.400)  0.325
H (-0.009, -2.132, -2.089)  0.313
H (2.627, 1.760, -0.868)  0.291
H (3.330, 0.645, 0.431)  0.341
H (3.017, 0.117, -1.233)  0.332
H (1.999, 0.117, 1.998)  0.339
H (1.656, -1.427, 1.234)  0.386
H (0.247, -0.581, 1.812)  0.328
O (-1.961, -1.869, 1.393)  -0.636
H (-1.611, -2.189, 0.602)  0.359
H (-2.520, -1.087, 1.353)  0.341

Summary:
orbital gap: 9.421 eV
E_tot: -424.04307 Ha
LUMO energy: 0.0322 hartree

=====

Entry 6:
Density functional theory data (wB97M-V/def2-TZVPD) for a 2-piece molecular cluster, C6H18N2O2P overall in a non-equilibrium geometry.

Last column: Mulliken charge in e.
CARTESIAN COORDINATES (ANGSTROEM)
C (-1.824, 0.578, -2.601)  -1.664
C (-1.763, -1.931, -1.917)  -1.443
C (1.683, 0.293, 3.758)  -1.033
C (-0.011, 1.885, 2.508)  -1.058
C (-0.758, -0.629, -2.241)  0.989
C (1.359, 1.207, 2.648)  0.868
N (0.105, -1.009, -3.352)  -0.582
N (2.127, 1.208, 1.555)  -0.274
O (-0.542, -0.050, 0.492)  -0.506
O (0.972, -1.684, -0.517)  -0.599
P (0.452, -0.202, -0.804)  0.259
H (-2.461, 0.765, -1.753)  0.381
H (-2.385, 0.357, -3.478)  0.390
H (-1.198, 1.419, -2.746)  0.454
H (-2.678, -1.508, -1.620)  0.385
H (-1.807, -2.507, -2.783)  0.454
H (-1.386, -2.486, -1.075)  0.359
H (2.734, -0.113, 3.762)  0.379
H (0.930, -0.472, 3.422)  0.267
H (1.495, 0.731, 4.769)  0.318
H (-0.147, 1.722, 1.492)  0.306
H (0.149, 2.870, 2.804)  0.405
H (-0.726, 1.552, 3.244)  0.322
H (-0.323, -1.503, -4.043)  0.172
H (0.771, -0.235, -3.581)  0.231
H (1.439, -2.270, -1.177)  0.362
H (3.124, 0.960, 1.652)  0.248
H (1.856, 1.751, 0.757)  0.319
H (-1.184, -0.696, 0.825)  0.290

Summary:
orbital gap: 7.451 eV
E_tot: -840.50518 Ha
total charge: +1
LUMO energy: -0.1483 hartree

=====

Entry 7:
Density functional theory data (wB97M-V/def2-TZVPD) for an isolated ion of composition C6H18N2P and charge +1 in a non-equilibrium geometry.

Last column: Mulliken charge in e.
CARTESIAN COORDINATES (ANGSTROEM)
C (1.271, 1.377, 1.200)  -1.434
C (1.815, 1.053, -0.277)  0.601
C (2.826, 0.054, -0.214)  -1.362
C (0.626, 0.623, -1.165)  -0.890
N (-0.012, -0.748, -0.852)  0.040
C (-1.143, -0.709, 0.109)  -0.132
C (-1.333, -2.088, 0.608)  -1.517
N (-2.493, -0.253, -0.636)  -0.381
P (-3.412, 1.118, -0.265)  -0.093
H (1.012, 0.543, 1.705)  0.408
H (0.494, 2.193, 1.170)  0.357
H (2.035, 1.892, 1.883)  0.393
H (2.240, 1.818, -0.793)  0.336
H (3.161, -0.151, -1.263)  0.360
H (3.814, 0.305, 0.439)  0.337
H (2.400, -0.910, 0.182)  0.301
H (-0.233, 1.268, -1.118)  0.340
H (1.032, 0.566, -2.152)  0.454
H (0.701, -1.369, -0.338)  0.300
H (-0.289, -1.264, -1.717)  0.435
H (-1.037, -0.014, 0.895)  0.500
H (-1.899, -2.735, -0.074)  0.388
H (-0.439, -2.582, 0.951)  0.476
H (-2.117, -2.107, 1.453)  0.360
H (-3.121, -1.029, -0.919)  0.319
H (-2.558, 2.280, 0.024)  0.058
H (-3.342, 0.866, 1.166)  0.046

Summary:
orbital gap: 9.952 eV
E_tot: -689.94645 Ha
total charge: +1
LUMO energy: -0.1107 hartree

=====

Entry 8:
Density functional theory data (wB97M-V/def2-TZVPD) for an isolated ion of composition C6H18N4 and charge +2 in a non-equilibrium geometry.

Last column: Mulliken charge in e.
CARTESIAN COORDINATES (ANGSTROEM)
C (-0.591, -1.245, 1.512)  -0.684
C (-1.477, -1.410, 0.279)  -0.826
C (-0.200, 0.126, -1.291)  -0.274
C (0.637, 1.100, -0.501)  0.858
C (-0.512, 0.742, -2.663)  -1.426
C (0.023, 2.081, 0.411)  -1.594
N (0.786, -1.174, 1.122)  -0.385
N (1.910, 1.180, -0.803)  -0.221
N (-1.488, -0.217, -0.616)  -0.083
N (1.627, -1.525, 2.225)  -0.396
H (-0.915, -0.356, 2.097)  0.239
H (-0.788, -2.120, 2.154)  0.568
H (-1.118, -2.267, -0.294)  0.381
H (-2.502, -1.603, 0.599)  0.457
H (0.363, -0.808, -1.405)  0.455
H (0.399, 1.048, -3.170)  0.376
H (-1.138, 1.626, -2.558)  0.437
H (-1.012, 0.028, -3.312)  0.473
H (-0.467, 1.596, 1.261)  0.318
H (-0.731, 2.682, -0.105)  0.396
H (0.767, 2.766, 0.810)  0.477
H (2.354, 0.542, -1.451)  0.276
H (2.496, 1.890, -0.382)  0.278
H (-2.180, -0.393, -1.356)  0.442
H (-1.817, 0.600, -0.083)  0.436
H (2.606, -1.426, 1.927)  0.323
H (1.487, -2.518, 2.514)  0.360
H (1.480, -0.943, 3.077)  0.340

Summary:
orbital gap: 7.167 eV
E_tot: -457.75788 Ha
total charge: +2
LUMO energy: -0.2847 hartree